Computed, not measured: a cluster of 2 separate species, C4H5N3 in total in a non-equilibrium geometry, with ωB97M-V with the def2-TZVPD basis set.

Output
Energy above the lowest of the compared OMol25 structures with the same formula, charge and spin   117.42 kcal/mol
Gap between HOMO and LUMO   10.39 eV
E_HOMO   -10.735 eV
Charge   0
2S+1   1
LUMO   -0.3 eV

Last column: natural (NBO) charge in e.
Atoms and positions in Å:
1 C -1.594 0.711 0.541  -0.356
2 N -0.079 -0.386 -0.793  -0.551
3 C 0.996 -0.762 -0.259  0.046
4 C 2.066 -1.362 -1.007  0.195
5 N 2.920 -1.817 -1.637  -0.253
6 C 0.745 1.443 1.677  0.240
7 N -0.180 1.437 0.930  -0.563
8 H -1.808 -0.389 0.510  0.233
9 H -1.987 1.110 -0.402  0.221
10 H -2.038 1.108 1.417  0.197
11 H -0.205 -0.522 -1.784  0.365
12 H 1.165 -0.570 0.807  0.225

Forces on the atoms, in the same order (eV/Å):
0.32 1.30 1.03
0.82 -0.53 -0.60
-0.09 -0.07 -0.39
1.08 -0.62 -0.61
-0.60 0.29 0.45
-1.53 0.45 -1.23
-0.74 -2.07 0.63
1.27 1.16 0.52
0.39 0.26 0.62
-1.48 0.49 0.43
0.54 -0.42 -0.47
0.02 -0.26 -0.38